{"formula": "C4H7NO2", "method": "ωB97M-V/def2-TZVPD", "symbols": ["C", "C", "C", "C", "N", "O", "O", "H", "H", "H", "H", "H", "H", "H"], "coordinates": [[-0.75, 0.03, 0.58], [-0.18, 0.67, 1.85], [-0.24, 1.23, 0.46], [1.30, -1.04, -1.53], [-1.31, -1.22, 0.11], [0.20, 2.29, -0.27], [1.32, -0.17, -0.78], [-0.97, 1.04, 2.48], [0.62, 0.39, 2.36], [-2.17, -1.03, 0.31], [1.37, -2.05, -1.23], [1.07, -0.92, -2.62], [-1.30, -1.24, -0.86], [1.04, 2.01, -0.84]], "total_energy_ev": -9841.0571, "relative_energy_kcal_mol": 143.5, "max_force_ev_per_a": 7.2, "smiles": "NC1=C(O)C1.C=O", "spin_multiplicity": 1, "charge": 0, "homo_energy_ev": -8.242}

{"formula": "C31H56O11S", "method": "ωB97M-V/def2-TZVPD", "symbols": ["C", "C", "S", "C", "C", "C", "C", "O", "C", "O", "C", "C", "C", "C", "C", "C", "C", "C", "C", "O", "C", "C", "O", "C", "O", "H", "H", "H", "H", "H", "H", "H", "H", "H", "H", "H", "H", "H", "H", "H", "H", "H", "H", "H", "H", "H", "H", "H", "H", "H", "H", "H", "H", "C", "O", "C", "C", "O", "C", "C", "O", "C", "H", "H", "H", "H", "H", "H", "H", "H", "H", "H", "H", "H", "H", "H", "C", "O", "C", "C", "O", "C", "C", "O", "C", "H", "H", "H", "H", "H", "H", "H", "H", "H", "H", "H", "H", "H", "H"], "coordinates": [[7.33, -3.53, -1.30], [6.37, -2.17, -1.46], [6.53, -1.64, -3.26], [7.18, 0.14, -3.38], [5.89, 1.06, -3.82], [5.67, 2.40, -3.13], [4.31, 3.25, -3.59], [4.32, 4.58, -3.74], [2.97, 2.29, -3.84], [1.63, 2.68, -3.38], [3.18, 0.98, -4.52], [2.05, -0.16, -4.84], [0.63, 0.40, -5.42], [-0.34, -0.84, -5.97], [-1.73, -0.86, -5.07], [-1.42, -1.61, -3.61], [-2.45, -1.13, -2.43], [-1.69, -0.53, -1.09], [-1.10, 0.99, -1.38], [-1.66, 2.01, -0.49], [-0.68, 3.14, -0.36], [-0.68, 4.43, -1.41], [0.16, 3.05, 0.69], [4.75, 0.61, -4.96], [5.08, 0.04, -6.13], [7.03, -4.23, -2.22], [8.43, -3.15, -1.46], [7.17, -4.07, -0.27], [5.28, -2.50, -1.16], [6.70, -1.34, -0.69], [7.45, 0.47, -2.26], [8.12, 0.26, -4.07], [6.43, 2.79, -2.30], [1.46, 2.16, -2.54], [1.91, -0.87, -3.90], [2.51, -0.86, -5.69], [0.04, 0.84, -4.47], [0.71, 1.29, -6.17], [0.23, -1.85, -5.78], [-0.55, -0.67, -7.11], [-2.58, -1.40, -5.68], [-2.04, 0.26, -4.79], [-0.33, -1.39, -3.22], [-1.47, -2.79, -3.76], [-3.04, -2.10, -2.07], [-3.21, -0.33, -2.87], [-2.45, -0.49, -0.17], [-0.79, -1.22, -0.73], [-1.21, 1.32, -2.52], [0.06, 0.94, -1.16], [-0.77, 5.45, -0.82], [-1.57, 4.24, -2.16], [0.30, 4.49, -2.05], [-2.67, 2.40, 2.81], [-2.26, 3.42, 3.70], [-1.63, 4.51, 3.02], [-1.49, 5.71, 3.95], [-2.69, 6.49, 4.02], [-3.75, 5.93, 4.82], [-3.49, 6.05, 6.32], [-2.63, 5.00, 6.77], [-2.12, 5.24, 8.06], [-1.82, 2.01, 2.25], [-3.11, 1.59, 3.39], [-3.44, 2.78, 2.12], [-2.22, 4.78, 2.13], [-0.64, 4.17, 2.70], [-0.74, 6.38, 3.52], [-1.14, 5.43, 4.94], [-3.95, 4.90, 4.52], [-4.64, 6.52, 4.58], [-4.43, 5.97, 6.86], [-3.03, 7.03, 6.54], [-1.48, 6.13, 8.05], [-1.51, 4.39, 8.36], [-2.93, 5.37, 8.79], [-2.29, -7.87, -0.10], [-2.44, -6.87, 0.89], [-2.68, -7.44, 2.19], [-2.51, -6.37, 3.27], [-1.14, -6.18, 3.65], [-0.35, -5.43, 2.71], [-0.65, -3.93, 2.75], [-1.80, -3.63, 1.96], [-2.29, -2.33, 2.21], [-3.19, -8.49, -0.16], [-2.15, -7.37, -1.07], [-1.42, -8.49, 0.11], [-1.99, -8.27, 2.37], [-3.71, -7.81, 2.20], [-3.01, -6.73, 4.18], [-2.99, -5.43, 3.00], [-0.44, -5.84, 1.70], [0.69, -5.58, 3.03], [0.20, -3.38, 2.33], [-0.81, -3.61, 3.79], [-2.64, -2.25, 3.24], [-3.14, -2.15, 1.54], [-1.52, -1.58, 2.00]], "total_energy_ev": -66395.8447, "max_force_ev_per_a": 8.7, "smiles": "CCSCC1=CC(=O)C(O)=C(CCCCCCCCOC(C)=O)C1=O.COCCOCCOC.COCCOCCOC", "spin_multiplicity": 1, "charge": 0, "homo_energy_ev": -9.048}

{"formula": "C6H9BrO4S", "method": "ωB97M-V/def2-TZVPD", "symbols": ["C", "C", "C", "C", "C", "C", "O", "O", "O", "O", "S", "Br", "H", "H", "H", "H", "H", "H", "H", "H", "H"], "coordinates": [[0.71, -0.18, -0.01], [1.98, -0.33, 0.28], [-1.14, 1.08, -1.25], [-0.13, 1.82, 0.93], [-1.68, -0.21, 0.81], [-0.54, 0.63, 0.07], [0.79, -3.14, 0.27], [1.98, -3.15, -1.91], [0.56, -1.34, -1.35], [2.60, -1.45, -0.24], [1.47, -2.49, -0.82], [2.94, 0.46, 1.63], [-1.82, 1.86, -1.14], [-0.29, 1.48, -1.76], [-1.44, 0.27, -1.75], [0.47, 1.50, 1.79], [-1.16, 2.25, 1.26], [0.63, 2.28, 0.38], [-1.49, -0.56, 1.84], [-1.74, -1.14, 0.25], [-2.71, 0.36, 0.74]], "total_energy_ev": -95432.0757, "relative_energy_kcal_mol": 19.3, "max_force_ev_per_a": 4.6, "smiles": "CC(C)(C)C1=C(Br)OS(=O)(=O)O1", "spin_multiplicity": 1, "charge": 0, "homo_energy_ev": -10.159}

{"formula": "FH3P2S", "method": "ωB97M-V/def2-TZVPD", "symbols": ["F", "P", "P", "S", "H", "H", "H"], "coordinates": [[0.22, 0.66, 1.60], [-0.62, -0.52, -0.76], [-0.79, 1.31, 0.62], [-2.15, -0.27, 0.82], [-1.05, 0.26, -1.94], [2.26, -0.34, -0.36], [2.13, -1.09, 0.01]], "total_energy_ev": -32178.3130, "relative_energy_kcal_mol": 21.2, "max_force_ev_per_a": 3.0, "spin_multiplicity": 1, "charge": 0, "homo_energy_ev": -9.270}

{"formula": "C4H6N2O", "method": "ωB97M-V/def2-TZVPD", "symbols": ["N", "C", "O", "C", "C", "C", "N", "H", "H", "H", "H", "H", "H"], "coordinates": [[-1.53, 1.88, 0.56], [-0.66, 0.98, 0.32], [0.28, 0.61, 1.22], [1.08, -0.55, 0.95], [0.66, -1.61, 0.03], [-0.31, -1.08, -0.96], [-0.62, 0.34, -0.91], [-1.35, 2.28, 1.48], [2.00, -0.25, 0.40], [1.40, -0.93, 1.92], [-1.20, -1.74, -0.89], [0.13, -1.35, -1.93], [-1.42, 0.64, -1.46]], "total_energy_ev": -9269.3224, "relative_energy_kcal_mol": 96.4, "max_force_ev_per_a": 0.9, "spin_multiplicity": 1, "charge": 0, "homo_energy_ev": -9.215}